1.
C19H41NOP2PdSi | wB97M-V/def2-TZVPD

XYZ file:
```
66
Properties=species:S:1:pos:R:3:lowdin_spin:R:1
Pd -0.03037 -0.45101 0.07866 1.048
P 2.19228 -0.63580 -0.70109 0.124
P -2.43914 -0.30182 -0.47060 0.191
N -0.19690 0.61760 -1.57932 0.879
H 0.57081 -1.65923 1.07021 0.044
C 2.33351 -2.10165 -1.77024 0.025
H 3.38526 -2.40835 -1.84063 0.006
H 1.95422 -1.83847 -2.76640 0.000
H 1.73033 -2.92520 -1.37297 0.002
C 3.45651 -0.82896 0.59684 0.018
H 4.41793 -1.07989 0.12608 0.004
H 3.16905 -1.62378 1.29500 0.000
H 3.56099 0.10950 1.15725 0.000
C 2.91614 0.69377 -1.72620 0.013
H 4.01355 0.63450 -1.68144 0.003
H 2.59650 1.67760 -1.36429 0.001
H 2.59071 0.58103 -2.76749 0.000
C -3.00251 -1.59024 -1.64092 0.033
H -4.10051 -1.60898 -1.68446 0.009
H -2.62502 -2.56099 -1.30230 0.000
H -2.59504 -1.36304 -2.63586 0.000
C -3.51475 -0.30569 1.00831 0.024
H -4.56799 -0.28904 0.69386 0.006
H -3.30121 0.58020 1.61951 0.000
H -3.30941 -1.20728 1.59581 0.000
C -3.08341 1.19972 -1.30536 0.022
H -4.15987 1.29254 -1.11034 0.004
H -2.91533 1.12472 -2.38511 0.000
H -2.56728 2.08862 -0.92939 0.001
C -0.13729 1.34663 -2.65631 0.090
C -0.11894 1.50011 -5.10426 -0.007
C -0.13126 0.73189 -3.96159 0.156
C -0.10255 2.79230 -2.59938 0.158
C -0.09747 3.53968 -3.76227 -0.010
C -0.10152 2.90271 -5.01270 0.176
H -0.12150 1.01144 -6.08342 -0.003
H -0.15246 -0.36501 -3.98358 0.005
H -0.09459 3.25203 -1.60729 0.008
H -0.08877 4.63555 -3.69387 -0.004
H -0.09085 3.50444 -5.92371 0.010
C -0.27851 -2.78519 1.35435 0.158
O -1.41399 -2.38631 0.78723 0.423
C 0.38322 -4.00007 0.69231 0.023
H 0.44878 -4.81829 1.41649 0.005
H 1.40332 -3.78397 0.36128 0.003
H -0.21387 -4.32974 -0.16351 0.001
C -0.34694 -2.90329 2.87457 0.023
H -1.23663 -3.50334 3.11995 0.006
H -0.44411 -1.93653 3.36268 0.001
H 0.53464 -3.41008 3.28483 0.000
C -1.34363 1.08284 3.67160 0.000
Si 0.35368 1.36040 2.90846 0.039
C 1.01286 3.03081 3.49542 0.019
C 1.55360 0.03724 3.49510 -0.001
C 0.19015 1.39474 1.03773 0.246
H -1.26040 1.09413 4.76930 0.000
H -1.79103 0.12632 3.37048 0.000
H -2.03088 1.89047 3.38023 0.000
H 1.16259 3.01931 4.58411 0.003
H 1.97636 3.26403 3.02044 0.000
H 0.30868 3.84050 3.25590 0.001
H 1.36632 -0.94696 3.04603 -0.001
H 2.59119 0.32042 3.27548 0.000
H 1.46094 -0.07120 4.58683 0.000
H -0.69383 1.93987 0.67992 0.010
H 1.06565 1.80170 0.51405 0.008
```

Output
Net charge: 0
2S+1: 5
HOMO level (spin up / spin down): -5.828 / -6.534 eV
LUMO (spin up / spin down): 0.70 / -0.87 eV
Calculated total energy: -53835.5881 eV
Strongest force on any atom: 2.254 eV/Å
Gap between HOMO and LUMO (spin up / spin down): 6.52 / 5.66 eV
ΔE to the lowest compared entry with this formula, charge and spin: 0.7648 eV

2.
C19H42AuN3OSbSi4 | wB97M-V/def2-TZVPD

XYZ file:
```
71
Properties=species:S:1:pos:R:3:lowdin_spin:R:1
Au 1.11439 1.19067 0.95264 0.214
C -0.94183 5.35399 0.67271 -0.002
C 0.15193 4.89903 -0.24188 0.014
C 0.78528 5.81793 -1.12374 0.196
C 1.78069 5.37790 -1.97102 -0.005
C 2.14903 4.04443 -1.94333 0.182
C 1.49381 3.18175 -1.03104 0.027
N 0.50085 3.63881 -0.21269 0.076
N 1.83495 1.89464 -0.85155 0.415
Si 2.95476 0.94242 -1.90409 0.034
C 4.68276 1.52870 -1.59797 0.012
C 2.42391 1.12417 -3.67441 0.008
C 2.74013 -0.81604 -1.37573 0.005
H -1.76731 5.77933 0.09940 -0.001
H -0.57877 6.13211 1.34600 0.000
H -1.30557 4.51638 1.26240 0.000
H 0.48112 6.85636 -1.12335 0.009
H 2.27502 6.06753 -2.64168 -0.004
H 2.94921 3.67791 -2.56755 0.008
H 4.84735 2.55276 -1.93763 0.000
H 5.37813 0.88151 -2.13772 0.001
H 4.93230 1.48138 -0.53618 0.000
H 2.57375 2.12190 -4.08521 0.001
H 1.36810 0.86799 -3.79023 0.000
H 3.00345 0.42897 -4.28709 0.001
H 2.89742 -0.93404 -0.30075 0.000
H 3.45526 -1.45633 -1.89836 0.000
H 1.73271 -1.16391 -1.61354 0.005
O 0.43350 1.65112 4.94552 0.003
C 0.50807 1.20091 3.86269 0.008
N 0.54063 0.65168 2.79485 0.047
C 0.51880 -4.05699 -1.29592 0.000
Si -1.00903 -2.99607 -1.24721 0.064
C -2.53884 -4.02284 -1.02369 0.031
C -1.12421 -1.93648 -2.77768 0.000
Sb -0.72451 -1.36402 0.74131 0.516
Si -0.09178 -2.82275 2.77252 0.038
C -0.83999 -4.48416 2.41108 0.019
C -0.75297 -2.13898 4.35415 0.003
C 1.75836 -2.83726 2.67211 0.003
Si -2.76691 0.20612 0.64053 0.035
C -3.01269 1.04928 2.26529 0.000
C -4.20890 -0.88153 0.20073 0.021
C -2.34175 1.37649 -0.73476 0.000
H 0.43214 -4.78964 -2.10334 0.000
H 0.67300 -4.60758 -0.36604 0.000
H 1.40721 -3.45362 -1.48230 0.000
H -2.63411 -4.67518 -1.89712 0.005
H -3.44045 -3.41413 -0.95822 0.000
H -2.48508 -4.65489 -0.13714 0.000
H -1.04208 -2.55918 -3.67277 0.000
H -0.32092 -1.19700 -2.80836 0.000
H -2.07789 -1.40706 -2.83056 0.000
H -1.92934 -4.42965 2.36521 0.001
H -0.57478 -5.16873 3.22245 0.003
H -0.47229 -4.91611 1.47934 0.000
H -1.84291 -2.08122 4.33625 0.000
H -0.35548 -1.14927 4.56821 0.000
H -0.46558 -2.80833 5.17068 0.001
H 2.09874 -3.17729 1.69145 0.001
H 2.17507 -3.50797 3.42837 0.000
H 2.15338 -1.83456 2.84900 0.000
H -3.26272 0.32794 3.04573 0.000
H -3.83938 1.76073 2.18333 0.000
H -2.11750 1.58706 2.57557 0.000
H -4.30352 -1.72461 0.88752 0.002
H -4.12611 -1.26825 -0.81651 0.000
H -5.13168 -0.29728 0.26155 0.003
H -1.46850 1.98087 -0.47607 -0.001
H -3.18235 2.04978 -0.92707 0.000
H -2.12748 0.83241 -1.65706 0.000
```

Output
Net charge: +1
2S+1: 3
HOMO level (spin up / spin down): -10.503 / -11.527 eV
LUMO (spin up / spin down): -1.90 / -5.31 eV
Calculated total energy: -68641.1825 eV
Strongest force on any atom: 0.342 eV/Å
Gap between HOMO and LUMO (spin up / spin down): 8.61 / 6.22 eV
ΔE to the lowest compared entry with this formula, charge and spin: 0.0000 eV

3.
C19H42F3IN12O14S | wB97M-V/def2-TZVPD

XYZ file:
```
92
Properties=species:S:1:pos:R:3:lowdin_charge:R:1
C -2.22264 2.07438 2.37803 -0.113
C -0.82588 2.91297 2.16984 -0.219
C -0.02648 2.54596 0.77606 -0.226
C 0.47626 3.97467 0.13109 -0.085
C 1.15853 1.43252 0.98768 -0.238
C 2.54677 2.23035 1.44632 -0.100
O 2.36012 3.11298 2.61159 -0.087
C 2.93810 2.53037 3.84150 -0.262
C 1.93867 2.07444 5.09519 -0.002
O 4.25345 2.37044 4.06308 -0.011
O 0.92329 0.60671 2.21873 -0.227
S 1.79981 -0.88444 2.13632 0.914
O 0.90512 -2.07636 2.55213 -0.300
O 2.94231 -0.80098 3.17922 -0.290
O 2.20090 -0.70489 0.46070 -0.269
C 1.30467 0.28674 -0.22284 -0.253
C 2.26619 0.70642 -1.50707 -0.064
O 1.74470 1.80330 -2.32548 -0.015
C 0.61047 1.42448 -3.16800 -0.231
F 0.53343 0.00080 -3.55535 0.024
F 0.78320 2.18799 -4.46157 0.013
F -0.67817 1.96587 -2.59453 0.021
C -0.03135 -0.62598 -0.47920 -0.067
C 0.24390 -2.22715 -0.69502 -0.602
O -0.49831 -3.09100 0.05275 -0.171
I 1.64908 -3.14327 -2.10121 0.973
H -3.02760 2.46912 1.62509 0.085
H -2.62520 2.20904 3.48316 0.085
H -2.06217 0.92462 2.21764 0.069
H -0.17426 2.79548 3.14505 0.103
H -1.09835 4.06951 2.09422 0.104
H -0.78582 2.08085 -0.01604 0.138
H 1.42304 3.89592 -0.55333 0.072
H -0.37277 4.47135 -0.53486 0.107
H 0.74790 4.67761 1.04279 0.099
H 3.42068 1.47536 1.74822 0.148
H 2.99875 2.85555 0.53644 0.146
H 1.13825 1.30607 4.72340 0.089
H 2.56857 1.55318 5.93400 0.102
H 1.48546 3.05096 5.55621 0.080
H 2.63568 -0.24031 -2.13326 0.118
H 3.26885 1.12134 -1.00631 0.168
H -0.72761 -0.26574 -1.34764 0.128
H -0.68719 -0.53508 0.51470 0.150
C -2.75462 -3.17336 3.27565 -0.723
O -3.32027 -2.09146 3.28661 0.014
N -3.30696 -4.28804 3.78761 0.144
N -1.52839 -3.34773 2.75069 0.151
H -2.85689 -5.18779 3.78784 0.095
H -4.22985 -4.20045 4.19275 0.108
H -1.07694 -2.53366 2.35463 0.054
H -1.04655 -4.23068 2.73243 0.107
C -2.72248 -5.23903 -1.51768 -0.731
O -1.67630 -5.33442 -2.13977 -0.011
N -2.85668 -4.44897 -0.43718 0.176
N -3.83471 -5.91541 -1.85694 0.163
H -3.70982 -4.35722 0.08802 0.104
H -2.04283 -3.92215 -0.14794 0.041
H -3.77666 -6.52169 -2.66467 0.115
H -4.70530 -5.84988 -1.35707 0.101
C -3.73986 -2.40139 -4.04820 -0.719
O -4.72787 -3.11772 -4.08427 0.017
N -2.53355 -2.84564 -3.65175 0.176
N -3.76896 -1.10375 -4.40163 0.145
H -1.70851 -2.27111 -3.61535 0.082
H -2.46801 -3.81714 -3.37711 0.069
H -4.65792 -0.72926 -4.70639 0.110
H -2.96598 -0.49811 -4.37858 0.088
C 4.60902 -6.01684 -0.68014 -0.723
O 4.30982 -5.41109 -1.69706 -0.033
N 4.70975 -5.41784 0.52017 0.155
N 4.86478 -7.33748 -0.66880 0.150
H 4.95481 -5.89969 1.36862 0.099
H 4.52513 -4.42376 0.55572 0.109
H 4.79999 -7.82673 -1.55187 0.114
H 5.11265 -7.85361 0.15841 0.098
C -1.94170 5.33375 4.84604 -0.678
O -1.88107 4.55286 3.90949 0.000
N -3.03926 6.06390 5.11428 0.157
N -0.91645 5.53403 5.69361 0.161
H -3.10823 6.71195 5.88068 0.099
H -3.83414 5.94314 4.50017 0.116
H -0.07105 5.00393 5.52721 0.098
H -0.94750 6.17265 6.47033 0.101
C 1.96165 4.22442 -8.30010 -0.725
O 2.91966 4.25403 -9.05637 0.021
N 1.73645 3.20545 -7.45118 0.150
N 1.04545 5.20804 -8.24798 0.145
H 0.95341 3.16314 -6.82097 0.080
H 2.40269 2.44413 -7.45848 0.113
H 1.17767 5.99407 -8.87092 0.112
H 0.25005 5.20147 -7.63203 0.096
```

Output
Net charge: 0
HOMO level: -9.429 eV
LUMO: -0.62 eV
Calculated total energy: -94013.8424 eV
Strongest force on any atom: 9.386 eV/Å
Gap between HOMO and LUMO: 8.80 eV